This record from OMol25 describes a structure of composition C12H24F3HgN3NbO4S. The level of theory is wB97M-V/def2-TZVPD.

Cartesian coordinates (Å):
Hg1 2.400 -0.576 -2.240
Nb1 -0.200 -0.115 0.315
S1 0.172 -0.311 3.613
F1 1.824 1.894 3.077
F2 1.696 1.283 5.165
F3 0.039 2.363 4.216
O1 -0.729 -0.487 4.742
O2 3.942 -1.415 0.739
O3 -0.719 -0.140 2.366
O4 1.296 -1.215 3.221
N1 1.717 -0.438 0.891
N2 -0.408 1.613 -0.599
N3 -0.678 -1.633 -0.869
C1 -1.820 -3.804 -0.879
C2 1.713 2.798 -0.584
C3 -1.824 1.514 -1.013
C4 2.843 -0.907 0.848
C5 -0.257 -3.180 0.960
C6 0.953 1.344 3.998
C7 -0.105 3.549 -2.100
C8 0.631 -3.653 -1.318
C9 -1.238 -1.348 -2.194
C10 0.203 2.929 -0.734
C11 -0.536 -3.051 -0.533
C12 -0.333 3.830 0.376
H1 1.591 -3.243 -0.987
H2 0.086 4.838 0.277
H3 -0.754 -1.951 -2.984
H4 0.641 -2.624 1.262
H5 -1.169 3.785 -2.222
H6 -0.084 -4.236 1.200
H7 -1.938 1.624 -2.109
H8 -1.082 -0.298 -2.482
H9 -1.749 -4.837 -0.518
H10 -1.123 -2.839 1.544
H11 0.213 2.883 -2.912
H12 2.172 3.794 -0.578
H13 0.679 -4.738 -1.151
H14 -2.009 -3.848 -1.958
H15 0.550 -3.464 -2.395
H16 -2.332 -1.516 -2.213
H17 0.454 4.489 -2.210
H18 -2.682 -3.339 -0.386
H19 -1.426 3.906 0.338
H20 -2.452 2.291 -0.539
H21 1.987 2.290 0.346
H22 -0.050 3.440 1.360
H23 -2.253 0.516 -0.726
H24 2.145 2.231 -1.421

Cartesian forces, eV/Å:
-0.20 0.03 0.22
1.47 -0.21 1.33
0.95 -2.40 2.14
-1.22 -1.61 0.18
-1.60 -0.92 -2.14
0.63 -2.28 -0.66
2.08 -0.03 -2.11
-4.91 2.45 0.59
0.36 0.91 -2.97
-2.79 2.16 1.79
-1.03 0.70 -1.74
-0.70 -2.25 0.64
0.31 2.02 0.24
-0.45 -0.11 -0.15
0.17 -0.08 0.23
-0.34 0.26 -0.13
4.27 -2.38 -0.44
-0.09 0.06 0.06
1.71 4.16 2.03
-0.15 -0.07 -0.25
0.29 0.02 -0.34
-0.34 0.31 -0.83
0.85 0.99 -0.15
0.17 -0.91 0.43
-0.20 0.13 0.50
0.06 0.08 0.21
-0.12 -0.24 -0.03
-0.33 0.07 0.47
-0.17 -0.20 0.06
0.23 -0.02 0.00
-0.02 0.29 0.07
0.09 -0.33 0.56
0.06 -0.40 0.15
0.06 0.28 -0.06
0.17 -0.10 0.00
-0.08 0.09 0.05
-0.07 -0.31 -0.02
-0.06 0.30 -0.12
0.06 0.00 0.24
-0.12 -0.25 0.12
0.52 -0.15 0.01
-0.16 -0.29 0.13
0.09 -0.10 -0.08
0.21 0.11 0.00
0.39 -0.45 0.01
-0.01 0.13 0.01
-0.03 0.08 -0.09
-0.02 0.40 -0.08
-0.02 0.05 -0.09

Values from the calculation:
**Total energy**: -1844.393280 Eh
**⟨S²⟩**: 0.771
**2S+1**: 2
**Total charge**: +2
**LUMO energy (spin up / spin down)**: -9.41 / -12.10 eV

This record from OMol25 describes a structure of composition C12H24F6N5O4S2Sc. The level of theory is wB97M-V/def2-TZVPD.

Cartesian coordinates (Å):
Sc1 -0.302 -0.069 -0.173
S1 0.285 -2.148 -1.855
S2 2.729 -3.445 -2.362
F1 3.102 -4.512 0.010
F2 3.148 -2.344 -0.025
F3 4.816 -3.484 -0.819
F4 -0.016 -1.952 -4.419
F5 -1.584 -1.020 -3.239
F6 -1.508 -3.182 -3.438
O1 2.930 -4.705 -2.960
O2 -0.707 -2.094 -0.731
O3 3.113 -2.211 -2.957
O4 0.877 -0.774 -1.808
N1 -2.330 0.834 -0.627
N2 -1.511 -0.753 1.627
N3 1.146 -3.360 -1.844
N4 1.476 0.105 1.210
N5 0.659 1.851 -0.928
C1 -2.931 -0.751 1.164
C2 -3.250 0.585 0.525
C3 0.052 3.182 -0.619
C4 2.095 1.751 -0.521
C5 2.175 1.400 0.950
C6 -0.784 -2.096 -3.367
C7 -2.322 2.279 -1.018
C8 -1.387 3.093 -0.126
C9 -1.335 -0.129 2.975
C10 1.218 -0.093 2.669
C11 3.512 -3.476 -0.688
C12 -0.036 0.653 3.120
H1 2.113 -0.633 0.906
H2 -1.410 2.688 0.894
H3 2.090 0.249 3.227
H4 -4.288 0.617 0.192
H5 0.066 0.927 4.170
H6 -3.049 -1.557 0.437
H7 -1.242 -1.732 1.708
H8 -2.703 0.307 -1.418
H9 -3.342 2.662 -0.961
H10 -3.116 1.397 1.241
H11 -3.610 -0.959 1.992
H12 3.214 1.339 1.277
H13 -2.018 2.344 -2.065
H14 0.647 1.735 -1.940
H15 1.124 -1.165 2.855
H16 -0.108 1.605 2.579
H17 2.616 2.688 -0.724
H18 -2.179 0.536 3.158
H19 -1.386 -0.915 3.730
H20 -1.768 4.111 -0.038
H21 2.565 0.975 -1.127
H22 0.102 3.805 -1.513
H23 0.663 3.672 0.138
H24 1.691 2.169 1.555

Cartesian forces, eV/Å:
0.07 0.08 0.03
-0.03 0.03 0.18
0.02 0.01 0.04
-0.02 -0.01 0.01
-0.02 0.03 0.01
0.02 0.01 -0.01
0.00 -0.02 0.02
0.00 -0.02 0.02
-0.04 -0.03 0.01
-0.04 0.00 0.03
0.03 -0.13 -0.04
-0.05 -0.02 0.03
-0.02 -0.01 -0.08
0.03 0.04 0.02
0.01 -0.01 -0.04
0.02 0.13 -0.14
-0.05 0.02 0.00
-0.02 -0.04 0.01
0.04 -0.03 -0.01
-0.01 -0.02 -0.04
-0.01 0.01 -0.01
-0.03 -0.01 -0.02
0.02 -0.03 -0.01
0.05 0.05 -0.06
0.00 0.00 -0.01
0.01 -0.01 0.00
0.01 -0.01 0.02
0.00 0.00 0.00
0.01 -0.03 0.00
0.00 0.00 0.00
0.00 -0.01 0.01
0.00 0.01 0.00
0.00 0.00 0.00
-0.01 0.01 0.01
0.00 0.01 0.00
0.01 0.00 0.00
0.01 0.00 0.00
0.00 0.00 -0.01
0.00 0.00 0.00
0.01 0.00 0.01
-0.01 0.03 0.00
0.00 0.01 0.00
0.00 0.00 0.00
-0.01 -0.01 0.00
0.01 0.00 0.00
0.00 0.00 0.00
0.01 0.01 0.02
0.00 0.00 0.00
-0.01 0.00 0.00
0.00 0.00 0.00
-0.01 -0.01 0.00
0.01 0.00 0.00
0.00 0.00 0.00
0.00 0.00 0.00

Values from the calculation:
**Total energy**: -3202.272211 Eh
**2S+1**: 1
**Total charge**: +2
**LUMO energy**: -6.53 eV

This record from OMol25 describes a structure of composition C12H24F7HfO12P. The level of theory is wB97M-V/def2-TZVPD.

Cartesian coordinates (Å):
Hf1 12.928 -7.444 -16.535
P1 10.650 -8.405 -19.669
F1 12.081 -8.869 -20.243
F2 11.532 -7.514 -18.489
F3 13.962 -6.491 -18.102
F4 10.686 -7.105 -20.601
F5 9.314 -7.817 -19.010
F6 9.933 -9.285 -20.768
F7 10.604 -9.601 -18.574
O1 14.748 -10.007 -19.542
O2 15.727 -4.670 -14.507
O3 16.987 -4.410 -20.842
O4 14.010 -5.694 -15.583
O5 16.471 -6.490 -21.557
O6 14.734 -3.735 -16.179
O7 18.273 -5.367 -22.273
O8 10.021 -4.314 -16.504
O9 13.777 -11.351 -18.179
O10 11.706 -5.623 -17.030
O11 11.441 -3.628 -17.999
O12 13.316 -9.230 -17.940
C1 17.178 -5.513 -21.560
C2 18.966 -6.530 -22.734
C3 14.317 -12.451 -18.932
C4 13.944 -10.130 -18.548
C5 15.667 -2.634 -16.068
C6 11.083 -4.559 -17.182
C7 9.250 -3.121 -16.741
C8 15.118 -8.726 -20.066
C9 14.778 -4.731 -15.371
C10 12.373 -3.943 -19.050
C11 15.917 -4.406 -19.942
C12 15.805 -5.543 -13.352
H1 18.569 -6.835 -23.699
H2 14.095 -12.353 -19.991
H3 16.855 -5.735 -13.153
H4 16.080 -5.127 -19.134
H5 15.379 -5.028 -12.497
H6 16.183 -8.670 -20.260
H7 15.460 -1.923 -16.859
H8 9.878 -2.258 -16.947
H9 14.965 -4.757 -20.353
H10 15.711 -3.421 -19.532
H11 18.960 -7.306 -21.971
H12 8.523 -2.880 -15.975
H13 15.334 -6.496 -13.576
H14 13.940 -13.389 -18.541
H15 14.798 -7.838 -19.526
H16 12.337 -3.276 -19.908
H17 14.618 -8.567 -21.023
H18 8.676 -3.277 -17.656
H19 13.364 -3.852 -18.609
H20 16.688 -2.971 -16.250
H21 12.202 -4.926 -19.489
H22 15.632 -2.193 -15.077
H23 20.004 -6.230 -22.857
H24 15.400 -12.483 -18.808

Cartesian forces, eV/Å:
0.85 5.20 -9.79
-1.88 -1.10 -1.78
0.27 -0.02 0.46
1.19 0.60 2.27
-1.32 -2.25 3.49
0.61 0.06 0.27
0.13 -0.14 0.15
-0.24 0.28 0.50
0.61 0.13 -0.16
-0.08 0.81 0.48
-0.11 -0.11 0.70
0.12 0.88 -0.01
-1.41 -2.91 0.67
-0.22 -0.10 0.49
-0.71 0.07 -0.56
0.37 0.73 0.37
-0.06 -0.51 1.17
-0.97 -0.01 0.88
1.04 -2.21 1.60
-0.31 0.08 -0.89
0.23 2.49 3.16
0.13 -0.76 -0.51
0.28 -0.01 -0.11
1.05 -0.52 -0.57
0.59 -1.66 -0.78
1.08 0.35 0.10
-0.70 0.92 -0.13
-0.65 1.01 -1.64
-0.16 1.66 -1.55
1.31 0.61 -0.88
1.33 -0.47 -0.51
-1.33 -1.05 0.61
0.26 -0.47 0.05
-0.11 -0.29 0.16
-0.20 0.09 0.07
0.06 0.22 -0.21
0.34 0.19 0.16
-0.23 -0.05 -0.09
0.05 -0.46 0.29
-0.58 -0.07 0.12
0.23 -0.10 0.36
0.22 0.07 -0.59
0.64 0.23 -0.21
-0.35 -0.15 -0.20
0.44 -0.67 0.59
-0.20 0.09 0.15
-0.48 0.31 0.23
0.00 -0.56 0.76
-0.69 0.62 0.56
0.04 -0.54 -0.07
0.05 -0.17 0.03
0.05 -0.30 -0.12
-0.12 -0.36 0.10
-0.09 -0.19 0.52
-0.26 0.09 -0.06
-0.09 0.19 -0.10
-0.02 0.23 -0.01

Values from the calculation:
**ΔE to the lowest compared entry with this formula, charge and spin**: 0.0 kJ/mol
**Total energy**: -2462.598027 Eh
**2S+1**: 1
**Total charge**: +2
**LUMO energy**: -9.79 eV

This record from OMol25 describes a structure of composition C12H24INO6Ti. The level of theory is wB97M-V/def2-TZVPD.

Cartesian coordinates (Å):
I1 0.960 3.008 3.828
Ti1 -0.212 -0.307 0.336
O1 1.027 1.287 -0.501
O2 -0.558 -1.188 -1.642
O3 -0.616 0.317 2.288
O4 1.831 -1.016 0.625
O5 -0.417 -2.497 0.690
O6 -1.618 1.102 -0.656
N1 -1.980 0.565 4.053
C1 -1.119 -3.149 -0.384
C2 -2.316 0.433 -1.727
C3 2.342 1.241 0.089
C4 -0.782 0.609 3.488
C5 2.010 -2.434 0.469
C6 -1.001 2.349 -1.064
C7 -1.327 -0.371 -2.548
C8 0.299 2.517 -0.316
C9 2.814 -0.188 -0.034
C10 -0.654 -2.623 -1.731
C11 0.817 -3.089 1.137
C12 0.378 1.021 4.344
H1 0.870 3.355 -0.719
H2 -1.361 -2.911 -2.509
H3 2.880 -0.485 -1.085
H4 2.939 -2.752 0.947
H5 -2.171 -2.915 -0.224
H6 2.280 1.549 1.137
H7 3.786 -0.321 0.441
H8 -0.991 -4.230 -0.319
H9 0.139 1.014 5.402
H10 -2.854 1.156 -2.340
H11 -2.789 0.320 3.504
H12 0.812 -4.162 0.944
H13 -0.623 0.268 -3.081
H14 -2.118 0.820 5.017
H15 -1.681 3.171 -0.839
H16 3.011 1.916 -0.446
H17 0.854 -2.933 2.214
H18 -3.042 -0.222 -1.246
H19 2.067 -2.668 -0.597
H20 1.223 0.369 4.145
H21 -0.816 2.324 -2.138
H22 0.138 2.680 0.754
H23 0.328 -3.006 -2.005
H24 -1.846 -0.995 -3.275

Cartesian forces, eV/Å:
0.01 -0.04 0.02
0.09 0.06 0.29
-0.01 0.02 0.06
0.01 0.00 0.03
0.01 -0.11 -0.18
0.01 -0.03 -0.05
-0.07 -0.05 0.02
-0.03 0.09 -0.09
0.00 0.02 -0.03
0.02 0.01 0.00
0.02 -0.01 0.02
-0.02 0.02 0.02
0.01 0.04 0.07
0.01 0.05 -0.06
-0.04 0.00 0.00
-0.08 -0.01 -0.01
0.06 -0.03 0.03
-0.04 -0.04 0.00
-0.01 -0.03 0.01
0.06 -0.03 -0.02
-0.07 -0.04 -0.08
-0.04 0.02 -0.04
0.00 0.00 0.00
0.01 0.00 0.00
-0.01 0.00 0.03
0.00 0.00 0.00
-0.01 0.00 0.00
0.00 0.03 0.01
0.00 0.00 -0.01
0.02 0.02 0.01
0.01 0.00 -0.02
0.00 0.00 0.00
0.01 0.00 0.00
0.00 0.00 0.00
0.00 -0.01 0.00
0.01 0.01 -0.01
0.02 -0.02 -0.01
-0.02 0.04 0.00
-0.01 0.01 0.01
0.01 0.00 0.00
0.02 0.04 0.00
0.02 -0.01 0.00
0.00 -0.01 0.00
0.00 0.01 -0.01
0.00 0.01 0.00

Values from the calculation:
**ΔE to the lowest compared entry with this formula, charge and spin**: 0.0 kJ/mol
**Total energy**: -2124.526842 Eh
**⟨S²⟩**: 2.002
**2S+1**: 3
**Total charge**: +2
**LUMO energy (spin up / spin down)**: -5.36 / -5.44 eV